# 1
Computed, not measured: a 2-piece molecular cluster, C10H16O overall in a non-equilibrium geometry, with the ωB97M-V functional and the def2-TZVPD basis.

The geometry in ORCA input format:
```
! RIJCOSX wB97M-V def2-TZVPD def2/J DEFGRID3
* xyz 0 1
C 1.2215 1.4786 1.2667
C 2.6175 1.6626 1.6885
C 1.2728 0.1538 0.3490
H 0.4503 1.4022 2.1539
H 0.8595 2.4235 0.7942
H 3.2555 0.9542 1.3340
H 1.4389 0.5468 -0.7198
H 2.8444 1.6108 2.8010
H 3.1085 2.5818 1.3434
H 2.0000 -0.5597 0.7906
H 0.3929 -0.5098 0.5752
C -1.2436 -2.5891 0.7809
C -1.8331 0.8340 -0.7689
C -1.8339 -0.1858 0.1874
C -1.1454 0.4093 -1.9835
C -1.3305 -1.4623 -0.2014
C -0.4715 -0.6972 -2.2447
C -0.6633 -1.6656 -1.3468
O -1.2829 1.2500 -3.0439
H -2.4019 1.8334 -0.6427
H -2.3505 -0.0301 1.0604
H -1.4584 2.2299 -2.7753
H 0.3222 -0.5896 -3.0753
H -2.2457 -2.7903 1.4633
H -0.3304 -2.1284 1.4063
H -0.3055 -2.6251 -1.6507
H -0.8874 -3.5379 0.4580
*
```

Computed properties:
Strongest force on any atom in eV/Å: 6.4
E in eV: -12673.42986
SMILES: Cc1ccc(O)cc1.CCC
Frontier orbital gap in eV: 8.874
HOMO in eV: -8.09

natural (NBO) population analysis, charges in e, atoms 1 to 8: -0.418 -0.619 -0.634 0.195 0.204 0.203 0.225 0.205


# 2
Computed, not measured: a 2-piece molecular cluster, C10H16O overall in a non-equilibrium geometry, with the ωB97M-V functional and the def2-TZVPD basis.

The geometry in ORCA input format:
```
! RIJCOSX wB97M-V def2-TZVPD def2/J DEFGRID3
* xyz 1 2
C -0.3727 -1.3697 -2.9814
C 0.2654 -1.4216 -1.6150
C 0.2108 -2.5463 -0.7564
C 1.1636 -0.4658 -1.2994
C 0.6839 -2.5299 0.6009
C 1.7889 -0.3595 -0.0056
C 1.4599 -1.4121 0.8559
O 1.9316 -1.3606 2.1785
H 0.3435 -1.4435 -3.7424
H -1.0102 -0.4907 -3.2307
H -0.2457 -3.4934 -1.0762
H 1.0496 0.6281 -1.8456
H 0.6321 -3.3629 1.2508
H 2.4033 0.5595 0.2418
H 1.5803 -2.0861 2.6469
H -1.0964 -2.2842 -3.1696
C -1.1541 2.4120 1.5540
C -1.8787 2.2969 0.2382
C 0.1852 1.6325 1.5795
H -1.0304 3.5189 1.7831
H -1.9421 2.0717 2.2743
H -2.9813 2.1550 0.5459
H 0.0053 0.7250 0.9396
H 0.9424 2.2680 1.0941
H -1.4139 1.6365 -0.4998
H -1.9818 3.3249 -0.1642
H 0.4612 1.3972 2.6026
*
```

Computed properties:
Strongest force on any atom in eV/Å: 6.6
E in eV: -12666.59653
Frontier orbital gap (alpha / beta) in eV: 9.330 / 5.616
HOMO (alpha / beta) in eV: -13.55 / -13.55

natural (NBO) population analysis, charges in e, atoms 1 to 8: -0.666 0.099 -0.071 -0.218 -0.282 -0.098 0.416 -0.545


# 3
Computed, not measured: a 2-piece molecular cluster, C10H16O overall, with the ωB97M-V functional and the def2-TZVPD basis.

The geometry in ORCA input format:
```
! RIJCOSX wB97M-V def2-TZVPD def2/J DEFGRID3
* xyz 1 2
C -0.4066 1.2465 -1.4237
C -1.6900 1.9663 -0.9707
C 0.8208 2.1493 -1.6162
H -0.1250 0.5616 -0.6297
H -0.5351 0.6813 -2.3537
H -2.5759 1.7206 -1.5496
H 0.9559 2.7412 -0.7107
H -1.5299 3.0383 -0.9348
H -1.9509 1.5935 0.0241
H 1.6785 1.5072 -1.8099
H 0.7442 2.8197 -2.4700
C 1.9997 -0.6555 2.5259
C -0.9796 -1.6637 -0.3044
C 0.3662 -2.0633 -0.5446
C -1.3774 -1.1420 0.9661
C 1.3384 -1.7164 0.3369
C -0.3945 -0.7946 1.8349
C 0.9758 -0.9986 1.5163
O -1.9167 -1.9528 -1.2019
H 0.5494 -2.8026 -1.3149
H -1.9853 -1.2887 -1.9100
H -2.4423 -1.0413 1.1265
H 2.3817 -1.9580 0.2157
H -0.7049 -0.3412 2.7689
H 1.8216 -1.1659 3.4768
H 1.9656 0.4156 2.7589
H 3.0164 -0.8566 2.1939
*
```

Computed properties:
Strongest force on any atom in eV/Å: 0.9
E in eV: -12668.30283
Frontier orbital gap (alpha / beta) in eV: 10.089 / 6.974
HOMO (alpha / beta) in eV: -14.26 / -14.71

natural (NBO) population analysis, charges in e, atoms 1 to 8: -0.398 -0.624 -0.599 0.166 0.189 0.217 0.206 0.230


# 4
Computed, not measured: C10H16O2S2 in the gas phase in a non-equilibrium geometry, with the ωB97M-V functional and the def2-TZVPD basis.

The geometry in ORCA input format:
```
! RIJCOSX wB97M-V def2-TZVPD def2/J DEFGRID3
* xyz 0 1
C 0.9776 -0.5254 -1.2035
C -0.2162 -0.0567 -1.2054
C 1.2053 -0.1605 1.1086
C 0.1158 0.9338 1.0302
C -3.5053 -0.4340 0.6121
C -3.3521 0.3322 -0.7420
C 2.0344 -0.3216 -0.1728
C -0.9287 0.4752 0.0782
C 2.8039 1.0284 -0.5547
C 2.9562 -1.4813 0.0267
O -1.6653 -2.1411 -0.0106
O -2.7108 2.3895 0.9591
S -1.8172 -1.0527 0.9887
S -2.1758 1.7904 -0.2980
H 1.2184 -1.0572 -2.1771
H -1.0017 -0.3063 -1.9768
H 1.9469 0.1076 1.8796
H 0.6892 -1.1047 1.2062
H -0.2617 1.3418 2.0221
H 0.5256 1.8890 0.7111
H -3.9821 0.3228 1.2633
H -4.1168 -1.3523 0.4003
H -2.8521 -0.2552 -1.4911
H -4.3343 0.7505 -0.9013
H 2.8496 1.7216 0.3503
H 2.0967 1.6770 -1.1803
H 3.7724 0.7496 -1.1133
H 3.1515 -2.0634 -0.8788
H 2.6943 -2.1945 0.8541
H 3.8826 -1.0026 0.4152
*
```

Computed properties:
Strongest force on any atom in eV/Å: 6.0
E in eV: -36391.58230
Frontier orbital gap in eV: 9.466
HOMO in eV: -8.83

natural (NBO) population analysis, charges in e, atoms 1 to 8: -0.116 -0.239 -0.385 -0.472 -0.646 -0.565 -0.122 -0.401


# 5
Computed, not measured: C10H16O4S in the gas phase in a non-equilibrium geometry, with the ωB97M-V functional and the def2-TZVPD basis.

The geometry in ORCA input format:
```
! RIJCOSX wB97M-V def2-TZVPD def2/J DEFGRID3
* xyz 0 1
C -1.0219 0.8254 -2.2722
C 1.9206 0.3323 2.3544
C -1.4750 0.8415 1.0473
C -0.9322 0.8403 -3.6274
C 0.1612 -0.7965 1.0198
C 0.9118 0.4547 0.3340
C 0.9646 -0.8561 2.3551
C -0.2611 1.6001 0.3324
C -0.7029 2.1728 -4.3574
C 1.4843 -3.1087 3.0623
O -1.9197 2.8853 -4.4544
O 2.0946 0.7005 0.9748
O -1.1781 -0.5662 1.2530
O 1.9020 -1.9695 2.3949
S -0.5291 2.2523 -1.3955
H -1.4699 -0.0637 -1.6882
H 1.6812 1.2253 2.9557
H 2.8717 -0.0339 2.6622
H -1.6053 1.3015 2.0569
H -2.3026 0.7621 0.2421
H -1.3041 0.1235 -4.2382
H 0.2889 -1.6547 0.4314
H 1.1430 0.2807 -0.7992
H 0.3754 -0.9872 3.2961
H -0.0315 2.5319 0.9219
H -0.2711 1.9156 -5.4210
H 0.1307 2.7515 -3.8731
H -1.9769 3.6903 -3.9100
H 2.3306 -3.8756 2.9633
H 0.6095 -3.6452 2.6616
H 1.3491 -2.7721 4.0834
*
```

Computed properties:
Strongest force on any atom in eV/Å: 4.2
E in eV: -29650.67243
SMILES: CO[C@H]1CO[C@H]2[C@@H]1OC[C@@H]2S/C=C\CO
Frontier orbital gap in eV: 8.904
HOMO in eV: -8.33

natural (NBO) population analysis, charges in e, atoms 1 to 8: -0.377 -0.106 -0.106 -0.228 0.040 0.087 0.040 -0.398


# 6
Computed, not measured: C10H16O4Si as an isolated structure in a non-equilibrium geometry, with the ωB97M-V functional and the def2-TZVPD basis.

The geometry in ORCA input format:
```
! RIJCOSX wB97M-V def2-TZVPD def2/J DEFGRID3
* xyz 0 1
C -1.8537 1.1743 -0.6612
C -1.5229 -0.0988 -0.6848
C -1.0309 2.2989 -1.1061
C -0.0363 -0.4582 -0.8655
C 0.0591 1.9396 -1.7686
C 0.3846 0.4846 -1.9386
C -0.7299 1.7758 2.2505
C 2.7905 -1.0754 0.7952
C -0.6643 -3.0869 2.1671
C 0.6302 0.0064 -3.2849
O 0.9989 0.8101 -4.3578
O 0.3853 0.9815 1.9889
O 1.8396 -1.1722 1.8235
O -0.6779 -1.5750 2.1552
Si 0.3812 -0.5558 1.5003
H -2.9077 1.5398 -0.4147
H -2.3616 -0.7429 -0.5885
H -1.3795 3.3159 -1.1009
H 0.0224 -1.4977 -1.2221
H 0.7201 2.6141 -2.2398
H -1.6781 1.1842 2.4757
H -1.0493 2.4244 1.3546
H -0.5891 2.2951 3.1343
H 2.8013 -0.0147 0.2975
H 2.3914 -1.5891 -0.0798
H 3.7760 -1.4900 1.1381
H -1.3510 -3.3455 1.3282
H -1.2226 -3.2549 3.2219
H 0.3764 -3.5285 2.1358
H 0.5760 -1.0550 -3.5063
H 0.9218 1.6959 -3.9473
*
```

Computed properties:
Strongest force on any atom in eV/Å: 4.3
E in eV: -26695.23685
Frontier orbital gap in eV: 8.027
HOMO in eV: -7.33

natural (NBO) population analysis, charges in e, atoms 1 to 8: -0.272 -0.207 -0.242 -0.583 -0.211 -0.163 -0.235 -0.265


# 7
Computed, not measured: C10H16OS in the gas phase in a non-equilibrium geometry, with the ωB97M-V functional and the def2-TZVPD basis.

The geometry in ORCA input format:
```
! RIJCOSX wB97M-V def2-TZVPD def2/J DEFGRID3
* xyz 0 1
C -0.5282 -1.1691 -0.3206
C 1.4730 -0.5044 1.2686
C -1.7564 -0.8622 0.2077
C 1.4035 0.2744 -1.2148
C 0.9751 -0.6493 -0.1298
C 2.4517 0.5656 1.6616
C -2.9861 -1.5909 -0.2194
C -1.9393 0.2526 1.1919
C 2.6128 0.2285 -1.7535
C 0.3525 1.2549 -1.6397
O -0.5252 -2.1521 -1.2975
S 2.0990 -1.9713 0.4088
H 0.7674 -0.7750 2.0496
H 1.9119 1.4211 2.0739
H 3.0297 0.8959 0.7978
H 3.1369 0.1909 2.4234
H -3.5749 -1.8641 0.6561
H -2.7298 -2.4847 -0.7798
H -3.6017 -0.9499 -0.8520
H -1.0234 0.8202 1.3280
H -2.2546 -0.1395 2.1597
H -2.7209 0.9285 0.8439
H 3.3407 -0.5068 -1.4533
H 2.9136 0.9184 -2.5228
H 0.3530 -2.5536 -1.3373
H 0.7670 1.9798 -2.3339
H -0.0554 1.7736 -0.7760
H -0.4652 0.7274 -2.1290
*
```

Computed properties:
Strongest force on any atom in eV/Å: 2.7
E in eV: -23510.85623
SMILES: C=C(C)[C@@]1(C(O)=C(C)C)S[C@H]1C
Frontier orbital gap in eV: 9.011
HOMO in eV: -8.25

natural (NBO) population analysis, charges in e, atoms 1 to 8: 0.301 -0.261 -0.054 0.005 -0.198 -0.631 -0.638 -0.630


# 8
Computed, not measured: C10H16OS in the gas phase in a non-equilibrium geometry, with the ωB97M-V functional and the def2-TZVPD basis.

The geometry in ORCA input format:
```
! RIJCOSX wB97M-V def2-TZVPD def2/J DEFGRID3
* xyz 0 1
C 1.7894 -0.9784 0.4663
C 2.2585 -0.0342 -0.3383
C -0.0751 1.2256 1.1897
C 0.3087 -1.1423 0.5202
C -0.2683 0.2604 0.1000
C 3.7450 0.2915 -0.5386
C -0.0529 -2.4265 -0.2452
C -2.7287 0.1371 0.7521
C -2.0227 1.8149 -1.1013
C -1.7887 0.3661 -0.4040
O 0.5712 1.2052 2.1979
S 0.9912 1.0280 -1.0120
H 2.5934 -1.5247 0.8329
H -0.4721 2.1652 0.9203
H -0.0489 -1.3042 1.5160
H 3.9483 0.5721 -1.5952
H 4.2535 -0.5219 -0.0740
H 3.9371 1.3658 -0.2266
H 0.5846 -2.5658 -1.2266
H -1.1326 -2.7033 -0.4045
H 0.4051 -3.3411 0.4094
H -2.4829 0.9147 1.5440
H -2.4290 -0.8017 1.2916
H -3.7229 -0.0158 0.3616
H -3.0985 2.0774 -0.9556
H -1.7832 1.7248 -2.1664
H -1.3944 2.5927 -0.6052
H -1.8852 -0.3819 -1.2087
*
```

Computed properties:
Strongest force on any atom in eV/Å: 3.7
E in eV: -23510.08973
SMILES: CC1=C[C@H](C)[C@](C=O)(C(C)C)S1
Frontier orbital gap in eV: 8.989
HOMO in eV: -8.26

natural (NBO) population analysis, charges in e, atoms 1 to 8: -0.231 -0.108 0.387 -0.267 -0.203 -0.653 -0.619 -0.629